[1]
{"formula": "C4H10N2", "method": "wB97M-V/def2-TZVPD", "homo_lumo_gap_ev": 9.4, "e_above_lowest_kcal_mol": 82.94, "total_energy_ha": -267.7932, "symbols": ["N", "N", "C", "C", "C", "C", "H", "H", "H", "H", "H", "H", "H", "H", "H", "H"], "xyz": [[-2.047467, 1.258896, -0.154953], [0.344353, 1.011865, 0.214377], [1.533492, 1.241226, -0.606120], [-0.486725, -1.460108, 0.922297], [-0.926840, 0.722304, -0.453798], [-0.219727, -2.490852, 0.113936], [0.253544, -0.325180, 0.876247], [2.417180, 1.246368, 0.034448], [-0.782264, 0.167231, -1.383155], [-2.003838, 1.771181, 0.725285], [1.643121, 0.430721, -1.328658], [-1.154069, -1.625285, 1.769405], [0.243354, 1.689626, 0.964442], [-0.705972, -3.460112, 0.205515], [1.468941, 2.189141, -1.143185], [0.422917, -2.367024, -0.756085]], "forces_ev_per_a": [[0.976, -1.402, -0.189], [-0.700, 0.899, -0.704], [-0.295, 0.063, -0.052], [2.451, 1.058, 0.778], [0.491, 2.763, 0.038], [-0.444, 0.493, -0.055], [-2.391, -3.952, 0.300], [-0.102, -0.014, -0.055], [-0.203, -0.122, 0.348], [0.114, 0.180, -0.083], [-0.028, 0.029, 0.069], [-0.054, 0.014, -0.133], [-0.125, 0.007, -0.267], [-0.025, 0.099, -0.044], [0.154, 0.008, -0.112], [0.180, -0.121, 0.160]]}



[2]
{"formula": "C4H10N2", "method": "wB97M-V/def2-TZVPD", "homo_lumo_gap_ev": 9.8, "e_above_lowest_kcal_mol": 82.65, "total_energy_ha": -267.7936, "symbols": ["N", "N", "C", "C", "C", "C", "H", "H", "H", "H", "H", "H", "H", "H", "H", "H"], "xyz": [[-1.409392, 1.188175, -0.859073], [0.334343, -1.237546, -1.239019], [-1.811596, 1.646506, 0.405342], [-1.144378, 1.702188, 1.571230], [2.293167, -1.907215, 0.190571], [1.392534, -1.036962, -0.327860], [-0.654312, -1.343691, -0.963066], [-0.403018, 1.111548, -0.826107], [-1.725494, 0.241615, -1.060274], [-1.433142, 2.388095, 2.400730], [2.971584, -1.888560, 1.139391], [2.654144, -2.799707, -0.152907], [-0.053425, 1.316958, 1.644822], [0.381725, -1.429608, -2.237088], [-2.853591, 2.015196, 0.284894], [1.460852, 0.033008, 0.028414]], "forces_ev_per_a": [[1.182, -0.455, 0.381], [-1.106, -0.689, -1.444], [-1.797, 0.474, 0.599], [1.910, 0.544, -0.371], [0.457, 1.834, 1.845], [0.822, 0.581, 1.528], [1.527, 0.062, 0.541], [0.289, -0.184, -0.397], [-0.393, 0.472, -0.079], [-0.179, -1.006, -0.715], [-1.314, 1.836, -1.582], [-0.653, -2.748, -1.790], [-1.938, 0.570, -0.237], [0.848, -0.025, 0.624], [0.652, -0.015, 0.841], [-0.310, -1.253, 0.256]]}



[3]
{"formula": "C4H10N2", "method": "wB97M-V/def2-TZVPD", "homo_lumo_gap_ev": [9.1, 4.9], "e_above_lowest_kcal_mol": 68.02, "spin_multiplicity": 2, "total_energy_ha": -267.5403, "charge": 1, "symbols": ["N", "N", "C", "C", "C", "C", "H", "H", "H", "H", "H", "H", "H", "H", "H", "H"], "xyz": [[-0.090514, -1.233557, -2.888979], [-0.638858, 0.706930, 3.117284], [0.464886, -0.433121, -1.968021], [-0.115006, 0.780668, 1.836651], [1.373724, -0.603322, -0.950769], [-0.696349, 1.067399, 0.651421], [1.074624, 0.763404, 1.919951], [-0.932629, -0.917226, -3.348901], [-1.557184, 0.248708, 3.209485], [-1.792275, 0.967148, 0.454806], [1.528805, -1.631913, -0.621588], [0.139269, -2.220481, -2.948905], [1.596303, 0.235225, -0.360071], [-0.270193, 0.335746, -1.690335], [0.072289, 0.346124, 3.749186], [-0.156890, 1.588268, -0.161215]], "forces_ev_per_a": [[1.182, -0.096, 1.272], [0.018, -1.510, -1.286], [-3.522, 0.232, -0.099], [2.954, 0.929, 1.137], [-0.502, -2.218, -0.337], [-1.086, -0.118, -0.986], [-2.632, 0.413, -0.445], [0.115, -0.091, -0.012], [0.559, 0.610, 0.132], [0.960, 0.275, 0.568], [0.869, 0.366, -0.036], [0.235, 0.206, -0.391], [0.563, 0.722, 0.616], [0.962, 0.824, -1.115], [-0.634, 0.068, 0.174], [-0.041, -0.612, 0.807]]}



[4]
{"formula": "C4H10N2", "method": "wB97M-V/def2-TZVPD", "homo_lumo_gap_ev": 8.4, "e_above_lowest_kcal_mol": 113.13, "total_energy_ha": -267.0174, "charge": 2, "symbols": ["N", "N", "C", "C", "C", "C", "H", "H", "H", "H", "H", "H", "H", "H", "H", "H"], "xyz": [[-3.829475, -0.074750, -0.583749], [1.593956, 0.253965, 0.115039], [-2.570352, -0.138156, 0.044541], [2.495308, 0.670553, 1.034537], [-1.440257, -0.050042, 0.466181], [2.175041, -0.632358, -0.735297], [3.294323, -0.901467, -0.550350], [-4.113392, 0.920394, -0.797281], [3.536024, 0.289791, 0.802699], [2.088426, -0.265004, -1.822492], [1.329366, -1.356982, -1.124125], [2.360629, 1.790784, 1.025912], [2.235143, 0.564861, 2.074855], [-0.760007, 0.040190, 1.228290], [-3.916502, -0.609116, -1.400462], [-4.478225, -0.502666, 0.221695]], "forces_ev_per_a": [[-1.345, 0.862, 4.263], [0.319, -1.286, -0.793], [2.060, 0.498, -0.549], [2.268, 1.073, -0.359], [-3.670, -0.259, -0.853], [0.120, -0.620, -1.687], [-2.247, -0.160, -0.455], [0.148, -0.958, 0.354], [-0.967, 0.830, 0.892], [0.004, 0.323, 0.676], [1.330, 0.422, 0.944], [0.271, -0.222, -0.083], [-0.601, -0.348, 0.819], [1.674, 0.064, 0.954], [-0.125, -1.369, -1.769], [0.761, 1.151, -2.354]]}



[5]
{"formula": "C4H10N2O", "method": "wB97M-V/def2-TZVPD", "homo_lumo_gap_ev": [2.8, 8.7], "e_above_lowest_kcal_mol": 23.01, "spin_multiplicity": 2, "total_energy_ha": -343.0859, "charge": -1, "symbols": ["O", "N", "N", "C", "C", "C", "C", "H", "H", "H", "H", "H", "H", "H", "H", "H", "H"], "xyz": [[2.410811, -1.109839, -0.443375], [-2.628577, 0.963156, -0.991820], [-0.468761, 0.580999, -0.121650], [-1.720070, -0.059619, -0.552941], [1.210966, -1.052747, -0.325834], [1.368904, 0.603297, 1.552704], [0.411800, -0.222322, 0.684319], [-1.551712, -0.781080, -1.358759], [0.772907, 1.300854, 2.141011], [-0.186202, -0.923501, 1.300240], [-2.108940, -0.674358, 0.288381], [-3.483138, 0.577963, -1.367801], [1.870216, -0.110650, 2.202131], [0.547934, -1.605883, -1.026889], [-0.707765, 1.499178, 0.237720], [-2.886731, 1.546013, -0.182980], [2.036966, 1.134580, 0.879836]], "forces_ev_per_a": [[0.359, -0.043, 0.206], [0.145, 0.725, 0.113], [-0.592, 0.335, -1.073], [0.308, -0.334, 0.724], [-0.913, 0.147, 0.057], [-1.163, -0.505, -0.535], [0.662, -0.213, -0.124], [0.070, 0.201, -0.126], [0.147, 0.061, 0.144], [0.096, -0.044, 0.157], [-0.011, 0.098, -0.082], [-0.206, -0.287, -0.025], [0.439, 0.312, 0.074], [0.090, 0.007, 0.083], [0.319, -0.196, 0.361], [-0.057, -0.293, -0.224], [0.307, 0.029, 0.269]]}



[6]
{"formula": "C4H10N2O", "method": "wB97M-V/def2-TZVPD", "homo_lumo_gap_ev": [2.6, 8.5], "e_above_lowest_kcal_mol": 29.50, "spin_multiplicity": 2, "total_energy_ha": -343.0756, "charge": -1, "symbols": ["O", "N", "N", "C", "C", "C", "C", "H", "H", "H", "H", "H", "H", "H", "H", "H", "H"], "xyz": [[-0.353051, -1.009082, 1.720067], [0.993248, 2.369176, -0.365321], [2.697727, 1.015117, -1.167428], [2.238727, 2.174217, -0.666373], [-1.392043, -0.944115, -0.446641], [-2.389212, -2.140356, 1.534032], [-1.414861, -1.427997, 0.974109], [0.729788, 3.328200, -0.591148], [-0.492680, -1.337717, -0.917859], [-3.200844, -2.496755, 0.913478], [-2.422027, -2.343589, 2.594470], [-2.254389, -1.322077, -0.994998], [2.987518, 2.961457, -0.583128], [-1.390125, 0.145476, -0.481556], [0.039231, -0.205805, 1.356602], [2.023163, 0.268805, -1.239535], [3.599838, 0.965038, -1.638770]], "forces_ev_per_a": [[-0.147, -0.181, 0.403], [-0.039, -0.621, -0.730], [-0.066, 0.026, 0.761], [-0.633, 0.369, -0.512], [-0.181, -0.633, 0.169], [-0.111, -0.074, -0.181], [-0.089, 0.767, 0.005], [0.320, 0.319, 1.060], [0.142, 0.244, -0.195], [0.025, 0.021, 0.051], [0.180, -0.098, 0.001], [-0.040, 0.050, 0.008], [0.064, 0.022, -0.509], [0.193, 0.013, -0.045], [0.108, 0.000, -0.277], [0.156, -0.134, -0.329], [0.117, -0.089, 0.320]]}



[7]
{"formula": "C4H10N2O", "method": "wB97M-V/def2-TZVPD", "homo_lumo_gap_ev": 9.7, "e_above_lowest_kcal_mol": 30.93, "total_energy_ha": -343.1522, "symbols": ["O", "N", "N", "C", "C", "C", "C", "H", "H", "H", "H", "H", "H", "H", "H", "H", "H"], "xyz": [[-0.708446, 0.512184, 1.833361], [-0.565902, -1.678502, 1.237384], [-0.557229, 0.003311, -0.362814], [2.034594, 0.070659, -0.033677], [-0.701781, -0.351392, 0.960485], [0.839114, 0.873024, -0.484841], [-1.762708, 0.496289, -0.992219], [2.024824, -0.101797, 1.048321], [0.853809, 1.047901, -1.564926], [-0.439116, -2.334088, 0.487054], [-1.515689, 0.851904, -1.992926], [-2.485232, -0.319402, -1.075751], [2.065060, -0.903218, -0.517758], [-0.570703, -1.955869, 2.204149], [2.936313, 0.617189, -0.315458], [-2.236185, 1.320126, -0.441780], [0.789276, 1.851680, 0.011393]], "forces_ev_per_a": [[-0.621, -0.856, 0.136], [-0.463, 0.370, -0.121], [2.825, 0.553, -1.611], [-0.268, -0.161, 0.170], [1.288, 0.851, 2.100], [-2.730, -0.883, -0.739], [0.146, 0.577, -0.017], [0.074, 0.176, -0.162], [0.185, -0.017, 0.126], [-0.042, 0.015, 0.121], [-0.082, -0.077, -0.018], [0.054, 0.035, -0.046], [-0.024, -0.035, -0.122], [-0.039, -0.130, -0.113], [0.020, -0.020, 0.167], [0.045, 0.009, -0.012], [-0.368, -0.408, 0.140]]}